Record 1
Computed, not measured: C24H48O8 as an isolated structure, with the ωB97M-V functional and the def2-TZVPD basis.

Positions of all 80 atoms, in Å:
C  24.7143  -33.2735  -11.1974
C  23.4628  -33.9809  -11.7482
O  23.1601  -35.0554  -11.1932
C  22.9149  -33.6292  -13.0868
H  24.5202  -32.2014  -11.2276
H  25.5250  -33.6408  -11.8268
H  24.8712  -33.5630  -10.1584
H  22.3062  -34.4971  -13.3402
H  23.7033  -33.6235  -13.8394
H  22.4382  -32.6654  -12.9080
C  21.8700  -26.0242  -9.7234
C  22.3087  -27.5302  -9.8050
O  22.8931  -28.0322  -8.8192
C  21.8783  -28.3893  -10.9354
H  22.5497  -25.6465  -8.9596
H  20.8944  -25.9941  -9.2383
H  21.9306  -25.5093  -10.6822
H  22.0436  -29.4188  -10.6175
H  22.3827  -28.0227  -11.8294
H  20.8101  -28.3372  -11.1460
C  23.4896  -31.3515  -15.8449
C  24.0373  -30.4642  -14.7650
O  23.3082  -30.1900  -13.8096
C  25.4289  -29.8784  -14.9201
H  24.2233  -32.1573  -15.8652
H  23.2887  -30.8532  -16.7933
H  22.6203  -31.8265  -15.3902
H  26.2094  -30.4822  -14.4572
H  25.4958  -28.8889  -14.4679
H  25.4997  -29.7504  -16.0003
C  22.3313  -34.0645  -9.4994
C  21.5334  -34.1498  -8.2137
O  21.3310  -35.2269  -7.6989
C  20.8134  -32.9114  -7.7293
H  23.3306  -33.8024  -9.1518
H  21.8203  -33.2438  -10.0029
H  22.2856  -35.0091  -10.0413
H  21.5331  -32.1406  -7.4537
H  20.2704  -33.0878  -6.8008
H  20.1358  -32.6386  -8.5384
C  23.0188  -29.0016  -6.4171
C  22.5694  -30.1746  -7.2476
O  21.9107  -31.0837  -6.7598
C  22.7691  -30.1547  -8.7708
H  22.2926  -28.6334  -5.6924
H  23.1241  -28.2748  -7.2225
H  24.0039  -29.0812  -5.9575
H  22.7399  -31.2105  -9.0401
H  23.7894  -29.7729  -8.8074
H  22.0295  -29.6016  -9.3498
C  23.6683  -27.0220  -12.4167
C  25.1315  -27.3334  -12.3793
O  25.6902  -27.4317  -13.4405
C  25.8015  -27.8026  -11.1021
H  23.3109  -26.3271  -11.6568
H  23.0697  -27.9315  -12.3647
H  23.5184  -26.5756  -13.3997
H  26.6619  -27.1836  -10.8479
H  26.1837  -28.8229  -11.1315
H  25.0218  -27.8098  -10.3404
C  21.9116  -32.1224  -10.6389
C  21.7367  -30.7995  -11.3493
O  20.5967  -30.3622  -11.5470
C  22.9586  -30.0224  -11.8210
H  22.0102  -33.0576  -11.1901
H  21.0324  -32.3449  -10.0343
H  22.7618  -31.9614  -9.9761
H  23.6479  -29.8705  -10.9904
H  22.6431  -29.0713  -12.2498
H  23.3869  -30.6776  -12.5795
C  19.0614  -29.0368  -9.6700
C  18.7494  -30.3996  -10.2829
O  17.7920  -30.5632  -11.0871
C  19.5831  -31.5943  -9.7497
H  18.9070  -29.0480  -8.5910
H  18.2770  -28.3290  -9.9378
H  20.0049  -28.5224  -9.8526
H  20.6514  -31.3929  -9.6706
H  19.5025  -32.3977  -10.4819
H  19.1827  -31.8535  -8.7696

Computed properties:
**Charge**: 0
**Strongest force on any atom**: 0.1521 Eh/bohr
**2S+1**: 1
**Relative energy (zero: lowest compared OMol25 entry of this formula, charge and spin)**: 616.20 kcal/mol
**HOMO**: -7.45 eV
**Energy**: -1544.18914 a.u.

Mulliken population analysis, charges in e, atoms 1 to 6: -1.123, 1.726, -0.599, -0.794, 0.032, 0.480



Record 2
Computed, not measured: one molecule with the formula C2H6N4O, with the ωB97M-V functional and the def2-TZVPD basis.

Positions of all 13 atoms, in Å:
C  -0.6863  0.3603  -0.0655
C  -1.8772  1.1410  0.1445
N  0.6924  0.3457  0.1424
N  1.7871  1.0834  0.0909
N  -0.9179  -1.1252  -0.0443
N  2.8667  0.3784  -0.1557
O  -3.0099  0.3242  -0.0016
H  0.7234  -0.7066  0.1920
H  -1.0024  -1.5731  -0.9819
H  -1.7270  -1.2608  0.5503
H  3.1660  -0.6491  0.0221
H  3.7792  0.8815  -0.1534
H  -3.7940  0.8003  0.2601

Computed properties:
**Charge**: 0
**Strongest force on any atom**: 0.0980 Eh/bohr
**2S+1**: 1
**Relative energy (zero: lowest compared OMol25 entry of this formula, charge and spin)**: 181.12 kcal/mol
**HOMO (alpha / beta)**: -7.43 / -7.58 eV
**Energy**: -373.82174 a.u.

natural (NBO) population analysis, charges in e, atoms 1 to 6: 0.035, 0.056, -0.285, 0.012, -0.901, -0.627



Record 3
Computed, not measured: one molecule with the formula H4N2OS, with the ωB97M-V functional and the def2-TZVPD basis.

Positions of all 8 atoms, in Å:
N  1.2678  -0.8029  -0.2000
N  0.2830  1.3591  0.4249
O  -1.5408  -0.6086  0.2116
S  0.2735  -0.3262  0.7775
H  1.3887  -1.8178  -0.2015
H  1.0205  1.5659  -0.2198
H  -0.5052  1.5162  -0.1108
H  -2.2716  0.1032  0.2855

Computed properties:
**Charge**: 0
**Strongest force on any atom**: 0.0772 Eh/bohr
**2S+1**: 1
**Relative energy (zero: lowest compared OMol25 entry of this formula, charge and spin)**: 40.02 kcal/mol
**HOMO**: -9.71 eV
**Energy**: -585.24503 a.u.

natural (NBO) population analysis, charges in e, atoms 1 to 6: -1.078, -0.993, -1.020, 1.462, 0.389, 0.388



Record 4
Computed, not measured: C43H35ClN4O4PtS3 as an isolated structure, with the ωB97M-V functional and the def2-TZVPD basis.

Positions of all 91 atoms, in Å:
Pt  -0.8957  -1.4009  -0.9298
C  0.2510  -1.8371  8.0212
C  -0.1567  -1.3891  6.6403
C  0.7837  -1.3028  5.6107
C  0.4226  -0.8909  4.3403
C  -0.9039  -0.5643  4.0950
C  -1.8624  -0.6567  5.0912
C  -1.4825  -1.0634  6.3641
S  -1.4050  -0.0677  2.4578
O  -0.5518  -0.9108  1.5389
C  -0.5981  1.5576  2.4424
C  -0.5537  2.2948  3.6556
C  0.0729  3.4948  3.7158
C  0.7296  4.0202  2.5790
C  1.4428  5.2438  2.6433
C  2.0749  5.7435  1.5444
C  2.0287  5.0340  0.3201
C  1.3461  3.8543  0.2281
C  0.6658  3.3129  1.3549
C  -0.0515  2.0687  1.2814
C  -0.2334  1.5291  -0.1321
C  -1.1553  2.2599  -0.9235
C  -2.1016  3.1463  -0.3280
C  -3.0048  3.8138  -1.0916
C  -2.9987  3.6760  -2.5063
C  -2.0965  2.8575  -3.1127
C  -1.1733  2.0997  -2.3381
C  -0.2784  1.2068  -2.9385
C  0.5001  0.3804  -2.1747
C  0.5152  0.4998  -0.7430
S  1.7546  -0.4667  0.2705
O  2.2121  0.4539  1.3570
C  3.0787  -0.4123  -0.9443
C  3.2867  -1.5262  -1.7444
C  4.2505  -1.4752  -2.7499
C  5.0103  -0.3271  -2.9475
C  6.0349  -0.2561  -4.0573
C  4.8200  0.7601  -2.0880
C  3.8624  0.7243  -1.0871
H  1.2935  -1.5927  8.2219
H  0.1381  -2.9191  8.1223
H  -0.3692  -1.3676  8.7830
H  1.8204  -1.5562  5.8131
H  1.1569  -0.8083  3.5408
H  -2.9008  -0.4108  4.8733
H  -2.2259  -1.1275  7.1526
H  -1.0181  1.8841  4.5455
H  0.0826  4.0601  4.6429
H  1.4847  5.7741  3.5905
H  2.6165  6.6814  1.6024
H  2.5438  5.4275  -0.5503
H  1.3368  3.3151  -0.7144
H  -2.1270  3.2451  0.7501
H  -3.7462  4.4499  -0.6213
H  -3.7268  4.2181  -3.1011
H  -2.0785  2.7520  -4.1952
H  -0.2019  1.1786  -4.0226
H  1.2294  -0.2526  -2.6482
H  2.6804  -2.4146  -1.6005
H  4.4064  -2.3410  -3.3878
H  5.8374  -1.0097  -4.8202
H  7.0423  -0.4303  -3.6681
H  6.0303  0.7265  -4.5302
H  5.4329  1.6498  -2.2123
H  3.7071  1.5660  -0.4163
S  0.0483  -2.6153  -2.8791
C  -0.5709  -1.6675  -4.1853
N  -1.8102  -1.1424  -4.1528
C  -2.2817  -0.3539  -5.1184
C  -1.5162  -0.0643  -6.2119
C  -0.2698  -0.6743  -6.2440
N  0.2029  -1.4447  -5.2676
H  -2.5057  -1.4540  -3.3705
H  -3.2886  0.0185  -4.9714
H  -1.8671  0.5791  -7.0088
H  0.3889  -0.5297  -7.0975
C  -1.8907  -6.0211  1.3145
N  -2.4059  -5.0625  0.3364
C  -3.5996  -5.2484  -0.2872
C  -4.0720  -4.3900  -1.1965
C  -3.2890  -3.2267  -1.5515
O  -3.6812  -2.4687  -2.4565
N  -2.1249  -3.0256  -0.8663
C  -1.6251  -3.9385  0.0697
O  -0.5614  -3.8176  0.6439
H  -2.7186  -6.6106  1.7021
H  -1.4098  -5.4815  2.1215
H  -1.1523  -6.6817  0.8632
H  -4.1422  -6.1401  -0.0056
H  -5.0151  -4.5472  -1.6976
Cl  -2.9280  -0.1745  -0.3484

Computed properties:
**Charge**: 0
**Strongest force on any atom**: 0.0575 Eh/bohr
**2S+1**: 1
**Relative energy (zero: lowest compared OMol25 entry of this formula, charge and spin)**: 66.02 kcal/mol
**HOMO**: -7.33 eV
**Energy**: -3953.66777 a.u.

Mulliken population analysis, charges in e, atoms 1 to 6: -0.034, -1.471, 0.990, -0.898, -0.182, -0.034



Record 5
Computed, not measured: C17H34BeO2P2 as an isolated structure, with the ωB97M-V functional and the def2-TZVPD basis.

Positions of all 56 atoms, in Å:
P  -3.2529  3.3778  0.2073
P  -4.8401  1.9946  -2.3288
C  -4.4929  4.2458  -0.8938
C  -5.5963  3.3294  -1.3900
H  -3.9229  4.6668  -1.7394
H  -4.8702  5.1003  -0.3117
H  -6.2097  2.9510  -0.5668
H  -6.2490  3.8886  -2.0659
C  -5.2541  2.4535  -4.0422
H  -5.0521  1.6638  -4.7729
H  -4.7053  3.3436  -4.3498
H  -6.3175  2.6951  -4.1304
C  -5.9223  0.5772  -2.0133
H  -6.6872  0.4938  -2.7926
H  -6.4038  0.6790  -1.0337
H  -5.3155  -0.3373  -2.0205
C  -2.0699  4.7853  0.1632
H  -1.1990  4.6290  0.8045
H  -2.5566  5.7261  0.4399
H  -1.7161  4.8985  -0.8652
C  -4.2664  3.3861  1.7666
H  -4.9442  2.5172  1.7300
H  -4.8114  4.3317  1.8868
H  -3.6953  3.2597  2.6893
Be  -2.6869  1.4632  1.0510
C  -1.8241  -0.9730  -4.1804
C  -2.4067  -0.0343  -4.9552
C  -2.0707  1.4136  -4.9877
C  -0.7880  1.7880  -4.1942
C  -1.0879  2.2501  -2.8147
C  -1.6154  1.4630  -1.8901
C  -2.4538  0.2498  -2.1289
C  -1.6473  -0.8996  -2.7297
C  -1.6560  2.4038  2.3395
H  -1.5906  -1.9358  -4.6111
H  -3.2469  -0.3305  -5.6148
H  -2.9632  1.9280  -4.6014
H  -1.9308  1.7489  -6.0390
H  -0.1196  0.9048  -4.1457
H  -0.2826  2.5828  -4.7398
H  -0.6912  3.2358  -2.5415
H  -1.4312  1.6401  -0.8083
H  -3.3268  0.4740  -2.8148
H  -2.9058  -0.0815  -1.1775
H  -0.5689  -0.7675  -2.5332
H  -1.9565  -1.8673  -2.2920
H  -1.9737  1.9040  3.2860
H  -1.8276  3.4836  2.4914
H  -0.5701  2.3205  2.1971
C  0.8388  -1.0936  1.2856
O  -0.1172  0.0001  1.2370
C  -1.4503  -0.0129  1.4237
O  -2.0238  -1.0160  1.8159
H  1.4292  -1.0591  2.2017
H  1.5077  -0.9258  0.4358
H  0.4003  -2.0600  1.1519

Computed properties:
**Charge**: 0
**Strongest force on any atom**: 0.0875 Eh/bohr
**2S+1**: 1
**Relative energy (zero: lowest compared OMol25 entry of this formula, charge and spin)**: 62.32 kcal/mol
**HOMO**: -7.19 eV
**Energy**: -1515.84906 a.u.

natural (NBO) population analysis, charges in e, atoms 1 to 6: 0.738, 0.840, -0.704, -0.745, 0.228, 0.224



Record 6
Computed, not measured: a 3-piece molecular cluster, C30H67ClN3O12P4 overall, with the ωB97M-V functional and the def2-TZVPD basis.

Positions of all 117 atoms, in Å:
C  4.8561  1.4841  -3.7643
C  3.9650  0.4372  -4.5155
N  3.3362  -0.4533  -3.5188
C  2.7069  -1.6507  -4.1877
C  1.3788  -1.3367  -4.9399
P  -0.2746  -1.7078  -4.0222
Cl  0.5977  -1.3757  -2.0495
C  0.1923  -3.5812  -4.0522
N  0.7133  -4.1753  -2.7682
C  -2.0048  -2.1177  -3.3364
C  -2.1617  -2.5891  -1.8651
C  -2.5011  -1.4731  -0.8155
C  -4.0294  -1.5419  -0.3980
C  -1.6348  -1.6053  0.4969
C  -1.5759  -0.2192  1.2320
C  -0.7294  0.8401  0.4945
C  0.5914  1.0112  0.5881
C  1.2652  2.2001  -0.1436
C  1.4720  0.0771  1.4405
O  -1.0036  -1.9868  -5.6771
C  -1.1117  -0.8928  -6.4323
N  -0.8729  -0.2833  -7.3706
P  -0.6308  0.5083  -4.0918
O  0.7025  1.2100  -3.2710
O  -1.9514  1.0059  -3.1601
C  4.4274  -1.0477  -2.7442
C  5.6306  -1.7840  -3.4055
O  4.4217  -1.0011  -1.5527
H  4.8368  2.4926  -4.2365
H  4.4422  1.6407  -2.7389
H  5.8844  1.0883  -3.6299
H  3.1397  1.0228  -4.9889
H  4.4850  -0.0903  -5.3526
H  2.6995  -2.5158  -3.4964
H  3.4527  -1.9281  -4.9930
H  1.4015  -1.9160  -5.8945
H  1.4729  -0.2755  -5.2925
H  -0.6524  -4.2489  -4.3623
H  0.9932  -3.8045  -4.8010
H  1.5123  -4.7641  -3.0099
H  -0.0068  -4.7897  -2.3943
H  -2.3905  -2.9657  -3.9609
H  -2.7896  -1.3384  -3.5281
H  -1.3711  -3.2260  -1.4262
H  -3.0775  -3.2489  -1.8527
H  -2.3370  -0.4377  -1.1753
H  -4.1739  -2.5019  0.1427
H  -4.6092  -1.5827  -1.3512
H  -4.3255  -0.6598  0.2147
H  -0.5875  -1.9012  0.2784
H  -2.0659  -2.3765  1.1852
H  -1.2829  -0.3099  2.3056
H  -2.6256  0.1725  1.2468
H  -1.2824  1.5453  -0.1650
H  1.9238  2.7512  0.5743
H  0.5250  2.9404  -0.5156
H  1.8808  1.8375  -0.9951
H  1.7467  0.6066  2.3859
H  2.3914  -0.1616  0.8677
H  0.8871  -0.8182  1.7213
H  0.3997  2.0109  -2.8135
H  -1.7599  1.8213  -2.6707
H  6.5932  -1.2376  -3.2947
H  5.5016  -2.0001  -4.4872
H  5.7517  -2.7660  -2.8924
O  0.6577  -3.6636  4.7761
P  1.8111  -4.0175  5.6781
O  2.1714  -2.5349  6.2916
C  1.2758  -1.9363  7.2203
C  1.4957  -2.4837  8.6193
O  2.9706  -4.0778  4.5010
C  2.6574  -4.5748  3.1956
C  2.6316  -3.4305  2.2056
O  2.9005  -4.7174  6.7421
C  3.6902  -5.8471  6.3547
C  5.1311  -5.4051  6.2122
H  0.2399  -2.0853  6.9015
H  1.4749  -0.8637  7.2093
H  1.2228  -3.5406  8.6699
H  0.8942  -1.9357  9.3475
H  2.5473  -2.4083  8.9004
H  1.7145  -5.1238  3.1926
H  3.4446  -5.2834  2.9189
H  1.9012  -2.6753  2.4951
H  2.3880  -3.7856  1.2023
H  3.6037  -2.9341  2.1746
H  3.3157  -6.3081  5.4400
H  3.6148  -6.5909  7.1521
H  5.2385  -4.6473  5.4371
H  5.7756  -6.2503  5.9639
H  5.4842  -4.9529  7.1416
O  -3.5134  4.4688  -1.2536
P  -4.4183  5.4699  -0.5848
O  -3.7613  6.8734  -1.1345
C  -3.9339  7.2258  -2.5030
C  -5.2932  7.8606  -2.7345
O  -3.6886  5.4286  0.8999
C  -3.1588  4.2011  1.4073
C  -1.6479  4.2465  1.3770
O  -5.6829  6.3330  0.0950
C  -6.2662  5.9333  1.3400
C  -5.8832  6.9432  2.4010
H  -3.7991  6.3488  -3.1427
H  -3.1471  7.9403  -2.7499
H  -6.0934  7.1349  -2.5710
H  -5.3735  8.2401  -3.7551
H  -5.4567  8.6838  -2.0369
H  -3.5393  3.3418  0.8529
H  -3.5048  4.0978  2.4405
H  -1.2786  4.4155  0.3644
H  -1.2232  3.3139  1.7530
H  -1.2782  5.0731  1.9889
H  -5.9709  4.9212  1.6189
H  -7.3514  5.9349  1.2110
H  -4.8035  6.9812  2.5407
H  -6.3494  6.6998  3.3574
H  -6.1945  7.9464  2.1016

Computed properties:
**Charge**: -1
**Strongest force on any atom**: 0.1592 Eh/bohr
**2S+1**: 1
**HOMO**: -3.24 eV
**Energy**: -4075.99519 a.u.

Mulliken population analysis, charges in e, atoms 1 to 6: -1.099, -0.405, 0.770, -1.071, -1.849, 0.646